Computed, not measured: 2 unconnected molecules or ions with the total composition C28H35F13IN3O5PS3 in a non-equilibrium geometry, with ωB97M-V/def2-TZVPD.

CARTESIAN COORDINATES (ANGSTROEM)
C  -5.1597  -2.1940  0.3225
C  -4.1357  -2.0522  1.4832
S  -3.1925  -0.4967  1.3857
C  -2.0183  -0.6310  0.0095
C  -0.9014  -1.7460  0.0639
I  -1.7867  -3.4607  -0.9151
N  0.2515  -1.1424  -0.6686
C  0.4363  -1.1058  -2.1258
C  -0.2556  0.0989  -2.7736
C  -0.5290  -0.1186  -4.2564
F  -0.6933  -1.4090  -4.6052
F  0.5550  0.3352  -4.9450
C  -1.7306  0.7147  -4.7841
F  -1.6572  0.6634  -6.1273
F  -1.5993  2.0018  -4.4384
C  -3.1210  0.0973  -4.3791
F  -3.0195  -0.7234  -3.3108
F  -3.4759  -0.7091  -5.3977
C  -4.2943  1.1168  -4.2389
F  -4.2131  2.0583  -5.1690
F  -5.4258  0.4460  -4.4874
S  -4.5144  1.9052  -2.5271
F  -6.0129  2.2655  -2.8882
F  -4.0808  3.3279  -3.0893
F  -2.9804  1.6230  -2.1586
F  -4.9707  0.5187  -1.9314
F  -4.6943  2.5483  -1.1037
C  1.0792  -0.6382  0.1710
P  2.6371  0.2386  -0.2335
O  2.2168  1.4744  -0.8885
O  3.4097  0.6291  1.0922
O  3.5837  -0.6236  -1.1896
C  0.6762  -0.8321  1.6302
C  0.0634  0.4976  2.1612
C  0.8782  1.1190  3.3234
C  -0.0247  2.0465  4.1105
C  -0.7206  3.0603  3.4516
C  -1.5841  3.9026  4.1234
C  -1.7590  3.7485  5.4935
C  -1.0636  2.7582  6.1635
C  -0.2031  1.9162  5.4768
C  -0.2403  -2.0657  1.4060
C  0.8385  -3.2571  1.1962
N  0.3061  -4.5692  1.5298
C  1.0496  -5.2747  2.5854
N  -1.0830  -2.5549  2.4698
C  -0.7625  -2.3444  3.6205
S  -0.1720  -2.1848  5.0603
H  -5.1838  -1.2741  -0.2561
H  -6.1394  -2.4183  0.7394
H  -4.8510  -3.0128  -0.3248
H  -4.6239  -1.9914  2.4551
H  -3.4719  -2.9127  1.5252
H  -2.5840  -0.7204  -0.9179
H  -1.5076  0.3328  -0.0299
H  0.1368  -2.0655  -2.5430
H  1.5080  -1.0200  -2.3025
H  0.4433  0.9356  -2.7115
H  -1.1513  0.4187  -2.2501
H  3.9535  -0.0897  1.4563
H  3.9478  -1.4152  -0.7611
H  1.6186  -0.9847  2.1559
H  -0.9570  0.3628  2.5188
H  0.0450  1.2374  1.3555
H  1.2261  0.3193  3.9837
H  1.7657  1.6383  2.9589
H  -0.5789  3.1952  2.3836
H  -2.1299  4.6629  3.5798
H  -2.4384  4.4032  6.0240
H  -1.2245  2.6584  7.2298
H  0.3153  1.1390  6.0293
H  1.1428  -3.2992  0.1430
H  1.7369  -3.0335  1.7747
H  0.2894  -5.1170  0.6825
H  0.3536  -5.9421  3.0994
H  1.8535  -5.8964  2.1830
H  1.4131  -4.5801  3.3396
O  6.2365  0.6822  0.3261
C  6.4601  1.3484  -0.6516
O  7.3269  2.3705  -0.6611
C  7.2974  3.0342  -1.9442
C  6.7420  1.9979  -2.9137
C  5.8055  1.2038  -2.0073
H  6.6561  3.9131  -1.8609
H  8.3031  3.3567  -2.1993
H  6.2578  2.4363  -3.7835
H  7.5457  1.3518  -3.2688
H  4.8054  1.6375  -1.9606
H  5.7496  0.1587  -2.2933

Summary:
gap between HOMO and LUMO	0.244	Ha
multiplicity	1
total charge	+1
E_HOMO	-11.2137	eV